1.
ORCA calculation (ωB97M-V/def2-TZVPD) on the molecule C5H8O.

HOMO-LUMO gap   10.3 eV
E_LUMO   0.903 eV
E   -270.413879 Ha
Strongest force on any atom   0.99 eV/A
HOMO energy   -9.41 eV
SMILES   CC#CCOC
Energy relative to the best compared isomer or geometry (same formula, charge and spin)   90.4 kcal/mol
Net charge   0

The geometry in XYZ format:
```
14
Properties=species:S:1:pos:R:3:forces:R:3
O 0.47407 0.85005 0.51711 -0.04 0.34 -0.03
C -0.48161 1.46101 -0.35816 0.16 0.35 -0.05
C 1.65531 0.39010 -0.10448 0.15 0.02 -0.11
C -1.59793 -0.67165 -0.30800 0.08 0.55 -0.20
C -1.52897 0.46597 -0.73361 0.24 -0.66 0.38
C -1.04541 -1.72449 0.52358 0.10 -0.05 0.10
H 2.16053 -0.29105 0.59176 -0.16 0.19 -0.10
H -0.92048 2.27581 0.22085 0.00 0.02 -0.21
H -0.65429 -2.58730 -0.02183 -0.13 0.10 0.10
H 1.46007 -0.15759 -1.03829 -0.08 0.10 0.14
H 2.32194 1.23565 -0.31332 0.01 -0.12 -0.08
H 0.03245 1.86344 -1.23606 -0.09 0.10 0.05
H -1.66331 -2.03382 1.36921 0.01 -0.01 -0.20
H -0.21238 -1.07613 0.89125 -0.24 -0.93 0.21
```
Positions in Å, forces in eV/Å.

2.
ORCA calculation (ωB97M-V/def2-TZVPD) on a structure of composition C29H28BrCsN4O7 at a distorted geometry.

HOMO-LUMO gap   6.2 eV
E_LUMO   3.525 eV
E   -4461.809350 Ha
Strongest force on any atom   3.01 eV/A
HOMO energy   -2.71 eV
Net charge   -2

The geometry in XYZ format:
```
70
Properties=species:S:1:pos:R:3:forces:R:3
Cs -1.70680 -1.42933 -1.18350 0.03 0.13 0.17
Br -4.19879 2.39047 -0.73392 -1.12 -0.03 -0.55
O 4.67555 -0.55913 -6.68659 0.22 0.19 0.15
O 0.97515 1.01915 1.66456 0.11 -0.04 -0.16
O 2.95903 -1.69982 -7.56602 -0.31 -0.76 -1.74
O -0.80247 -2.72285 -5.81490 -0.70 -0.18 1.71
O -1.83224 -1.88656 1.75444 -0.21 0.42 -0.80
O -2.60800 0.50612 5.20397 -0.31 -0.70 1.08
O -1.39754 -2.65724 -3.57834 0.61 -0.11 -1.46
N 2.62065 0.03339 2.82984 -0.94 -0.49 -1.76
N -2.19355 0.36907 2.52761 0.74 0.31 -0.93
N -2.73727 1.05524 1.42261 -0.02 -0.99 0.95
N 0.99548 -1.10069 -3.16662 -0.54 -0.73 -0.95
C 3.03839 -1.58924 0.46633 -0.29 -2.17 -2.07
C 3.55017 -1.10664 -6.67750 0.93 0.90 0.95
C 3.03372 -0.28610 -4.21957 0.51 -0.48 -0.32
C 1.64303 -1.84124 -5.34323 -0.77 0.39 -0.80
C 2.15473 -0.45200 -3.14990 0.27 0.72 -0.79
C -1.94904 1.81008 0.77023 -0.68 0.67 0.02
C -1.91206 -2.99570 4.18464 -0.34 1.60 -0.52
C -3.10428 5.85711 -4.35379 0.56 1.24 1.16
C -3.14051 4.49394 -4.37482 -0.01 -1.47 0.21
C -1.93775 -2.84383 6.55142 -0.15 1.23 0.01
C 2.75311 -1.04645 -5.36826 0.98 0.58 0.82
C -2.04710 4.30788 -2.20330 0.06 0.86 1.37
C -2.41367 -0.85003 5.21660 1.25 -0.34 0.82
C -2.19056 -1.47530 6.48078 -0.13 0.23 -0.83
C 3.51451 -2.75528 1.35738 0.56 1.44 0.29
C -2.61102 3.73790 -3.31549 -0.31 0.85 -0.91
C 1.72690 0.05711 1.74292 -0.23 -0.01 1.80
C 3.33178 -2.38662 2.84209 -1.21 0.61 -1.11
C -2.19807 -1.59774 4.05746 -0.75 -1.21 0.14
C 1.64445 -1.11057 0.78560 0.03 1.25 -0.37
C 0.71854 -1.75373 -4.33418 -0.20 -0.45 1.27
C -2.41837 2.70517 -0.30163 -0.59 -1.65 0.92
C -0.63553 -2.47158 -4.59690 -0.11 0.35 -0.11
C -2.46751 6.47120 -3.26361 0.77 -1.64 0.27
C -1.91535 5.69669 -2.22082 -0.80 1.42 -0.14
C -2.51675 -1.14876 2.61283 1.99 0.10 0.24
C -1.83026 -3.60825 5.40613 0.53 -0.36 -0.19
C -1.68701 3.58208 -0.93878 1.00 0.89 -1.64
C 3.67115 -0.92785 3.13617 0.20 0.58 1.16
H 4.59945 -0.67200 2.57054 -0.36 -0.05 0.61
H -1.54306 -4.65402 5.41946 -0.18 -0.03 0.31
H 1.08551 -0.71481 -0.08549 0.68 -0.11 0.22
H 1.00651 -1.90660 1.13795 -0.25 -0.20 0.65
H -0.70088 3.78267 -0.53650 0.16 -0.11 -0.03
H 3.93661 -3.00273 3.44045 0.74 -0.94 0.95
H 2.37063 0.10957 -2.27648 0.11 0.39 1.10
H 2.40516 0.75658 3.49298 0.16 0.11 0.00
H -2.13623 -0.84607 7.37148 -0.25 -0.20 -0.21
H -3.57932 -1.18746 2.53876 -1.46 0.13 -0.35
H -1.74541 -3.54353 3.26196 -0.12 0.20 0.07
H 3.94210 0.36173 -4.12933 -0.98 -0.70 -0.20
H -2.67596 2.70020 -3.42455 -0.10 -1.47 0.13
H -1.15751 0.41016 2.45181 -0.53 -0.08 0.17
H -1.54866 6.25535 -1.34419 0.12 -0.53 -0.45
H 3.00894 -1.99436 -0.59112 0.23 0.60 0.97
H -2.55084 0.79146 4.28553 -0.02 0.14 -0.99
H -2.29653 7.52092 -3.27016 -0.18 0.75 0.15
H 3.82177 -0.74816 4.25672 0.25 -0.56 -1.50
H 2.97677 -3.66887 1.14397 -0.11 -0.21 -0.18
H -3.53745 6.54365 -5.05800 -0.19 -0.31 -0.62
H 3.75012 -0.78007 0.46904 0.29 0.32 0.00
H 1.41978 -2.33319 -6.28151 -0.14 -0.22 0.39
H -0.91688 1.86797 0.98246 1.27 0.08 0.35
H 2.27435 -2.58301 3.06485 0.24 0.14 0.40
H -1.74834 -3.25398 7.51227 0.07 -0.48 0.73
H 4.58011 -2.89184 1.13289 -0.13 -0.26 0.07
H -3.59555 3.89038 -5.15774 0.02 0.47 -0.12
```
Positions in Å, forces in eV/Å.

Asked for molecular weight across the records above, the calculation gives 84.12 757.37 g mol⁻¹ in order.